C32H84O32PbS10 | wB97M-V/def2-TZVPD

Geometry (Å):
Pb  -3.31466  3.24766  0.54551
O  -2.04928  0.05963  1.81776
C  -1.39008  -0.87887  1.00357
C  -0.56262  -0.32090  -0.28577
O  -1.11617  0.72109  -1.04097
H  -2.05254  -1.65654  0.62347
H  -0.64839  -1.31442  1.67312
H  -0.43752  -1.21882  -0.89090
H  0.42146  -0.03371  0.08464
O  4.78018  2.03579  -5.68788
S  4.22872  0.95852  -6.49609
O  3.65163  1.12901  -7.83404
O  5.33560  -0.31589  -6.60559
C  6.67275  0.02363  -6.88941
C  7.36626  -0.78005  -7.95654
C  2.93904  0.23580  -5.46213
H  7.11728  0.03026  -5.89420
H  6.86915  0.95959  -7.41240
H  8.17585  -0.16637  -8.35158
H  6.68825  -1.03186  -8.77201
H  7.89819  -1.68480  -7.66230
H  2.03191  0.82976  -5.35069
H  3.35053  0.13610  -4.45772
H  2.81225  -0.75632  -5.89539
O  3.71930  -3.82592  3.88644
S  2.79496  -4.62087  4.77266
O  1.81424  -5.50468  4.10998
O  3.69129  -5.56982  5.86663
C  2.94165  -6.52506  6.64730
C  3.98381  -7.54468  6.92413
C  1.91934  -3.44827  5.95259
H  2.09797  -7.02904  6.17581
H  2.54246  -6.04471  7.54062
H  4.81697  -7.02675  7.39922
H  4.27241  -8.15457  6.06807
H  3.64602  -8.21669  7.71305
H  2.87016  -3.04609  6.30229
H  1.24966  -3.95767  6.64551
H  1.47345  -2.65196  5.35663
O  6.77678  5.11261  -1.14229
S  7.77626  4.01711  -1.05910
O  8.94987  4.05423  -0.18297
O  6.93840  2.66082  -0.60460
C  7.40603  1.37107  -0.55872
C  6.23570  0.55162  -1.16686
C  8.21700  3.48358  -2.81186
H  7.43338  0.97483  0.45634
H  8.33708  1.22651  -1.10677
H  6.21851  0.52898  -2.25649
H  5.23426  0.84460  -0.85161
H  6.17784  -0.48872  -0.84679
H  9.04993  2.78164  -2.77177
H  8.62614  4.42891  -3.16832
H  7.34625  2.98876  -3.24204
O  1.29717  7.52560  -1.87436
S  0.57957  6.29297  -2.19305
O  -0.77504  5.90553  -1.72236
O  0.63744  6.11053  -3.86093
C  -0.21987  5.17702  -4.42667
C  0.15165  5.05936  -5.91530
C  1.73936  4.95789  -1.83771
H  -1.28601  5.30014  -4.23618
H  -0.03264  4.21699  -3.94563
H  1.21560  4.97182  -6.13538
H  -0.08949  5.95593  -6.48637
H  -0.34701  4.18841  -6.34057
H  2.65200  4.98773  -2.43293
H  1.24615  4.03022  -2.12804
H  1.86548  4.89766  -0.75670
O  -5.02914  -5.10712  -5.20038
S  -3.76198  -5.09500  -4.48378
O  -2.87315  -6.23381  -4.76107
O  -2.91109  -3.71768  -4.75399
C  -2.25820  -3.59532  -6.02055
C  -3.13315  -3.04211  -7.17930
C  -3.96123  -4.89689  -2.70490
H  -1.56206  -4.41790  -6.18441
H  -1.49982  -2.81835  -5.92418
H  -3.98037  -3.71817  -7.29442
H  -2.61661  -2.96843  -8.13631
H  -3.68902  -2.11934  -7.01313
H  -4.12189  -3.82717  -2.57085
H  -3.01948  -5.28659  -2.31844
H  -4.71730  -5.57252  -2.30494
O  -2.03087  -5.17744  7.30916
S  -3.29610  -4.91638  6.63690
O  -4.47409  -5.81737  6.80424
O  -3.78307  -3.32686  6.85284
C  -4.41980  -3.01490  8.04603
C  -3.48548  -2.37143  9.16727
C  -2.96384  -4.85972  4.86209
H  -4.79604  -3.89407  8.56910
H  -5.26736  -2.40036  7.74255
H  -3.84898  -2.45532  10.19145
H  -3.25405  -1.30910  9.08983
H  -2.55140  -2.92961  9.23075
H  -3.91316  -4.72032  4.34493
H  -2.43477  -5.78076  4.61738
H  -2.23355  -4.05295  4.79976
O  4.49773  -5.67966  -2.69741
S  3.17891  -5.74600  -3.28998
O  2.93009  -4.91189  -4.45945
O  2.83769  -7.37549  -3.58933
C  1.92613  -7.71513  -4.54943
C  2.66496  -8.16949  -5.82919
C  1.93391  -5.39906  -1.94859
H  1.27164  -6.89543  -4.84583
H  1.28140  -8.53473  -4.23214
H  3.42349  -8.84063  -5.42633
H  3.13425  -7.28061  -6.25080
H  2.01060  -8.68942  -6.52889
H  2.04271  -4.36014  -1.63731
H  2.34588  -5.99835  -1.13666
H  0.89976  -5.56333  -2.25132
O  -0.45889  5.14559  3.49230
S  0.70912  5.32520  4.38417
O  1.71451  6.34890  4.11140
O  0.06689  5.64526  5.92072
C  0.87991  5.93738  7.01708
C  0.63714  7.27579  7.62688
C  1.55751  3.63311  4.69128
H  1.92794  5.87493  6.72412
H  0.66631  5.20660  7.79712
H  1.38250  7.43937  8.40520
H  -0.40004  7.57422  7.77954
H  0.91709  7.96434  6.82962
H  2.48336  3.73602  5.25725
H  1.85166  3.34400  3.68233
H  0.88692  2.85734  5.06088
O  -6.68035  3.29784  5.98561
S  -5.45621  4.08002  5.83068
O  -4.94700  4.43315  4.50046
O  -5.61296  5.42217  6.78232
C  -4.65787  6.44657  6.74072
C  -5.26359  7.77131  7.20316
C  -4.15687  3.25383  6.78922
H  -4.24826  6.55839  5.73682
H  -3.87435  6.23312  7.46780
H  -6.22028  7.99951  6.73330
H  -4.59956  8.63561  7.19165
H  -5.44612  7.89229  8.27093
H  -3.31204  3.92359  6.94979
H  -3.90317  2.32731  6.27415
H  -4.56988  2.94366  7.74907
O  -5.12312  2.70123  -6.07143
S  -5.81704  2.51052  -4.79777
O  -5.44709  3.27506  -3.59206
O  -7.45834  2.56336  -5.06544
C  -7.86258  2.06875  -6.27785
C  -9.32202  1.62257  -6.02433
C  -5.77034  0.71027  -4.35294
H  -7.30626  1.16116  -6.51215
H  -7.75313  2.89847  -6.97619
H  -9.94482  2.34873  -5.50192
H  -9.38555  0.70731  -5.43580
H  -9.86003  1.25664  -6.89882
H  -4.79318  0.45635  -3.94209
H  -5.95287  0.10945  -5.24389
H  -6.52885  0.52981  -3.59123

Orbital gap in eV: 4.437
Charge: 0
Relative energy (zero: lowest compared OMol25 entry of this formula, charge and spin) in eV: 15.2657
Molar mass in Da: 1508.9

=====

C32H85N5O13 | wB97M-V/def2-TZVPD

Geometry (Å):
C  -3.52693  0.36209  -3.08434
O  -4.40661  0.59622  -4.11841
C  -5.76047  0.16123  -3.95176
C  -6.58561  1.02454  -4.83085
N  -6.47563  0.92778  -6.33570
C  -7.20609  2.04020  -7.04682
C  -8.78846  2.08125  -6.91708
O  -9.39391  2.38682  -5.68910
C  -9.36803  3.77752  -5.31521
H  -3.41464  -0.69420  -2.83990
H  -3.69548  0.97347  -2.19783
H  -2.56449  0.59761  -3.53859
H  -5.96931  0.38408  -2.90542
H  -5.74529  -0.90163  -4.19301
H  -6.35225  2.06672  -4.61290
H  -7.59796  0.78913  -4.50245
H  -5.60838  0.67128  -6.78535
H  -6.87087  2.08506  -8.08303
H  -6.65290  2.92214  -6.72391
H  -9.13580  1.15230  -7.36931
H  -9.08494  2.79759  -7.68327
H  -8.34789  4.03742  -5.03260
H  -9.96578  4.12036  -4.47067
H  -9.61470  4.29100  -6.24451
C  1.46756  -2.59618  2.03078
O  0.50729  -1.67932  1.73229
C  -0.86026  -2.00992  2.17151
C  -2.01642  -1.17958  1.61595
N  -1.99705  0.27800  1.86281
C  -0.84450  1.09043  1.48384
C  -1.19571  2.51938  1.15812
O  -2.15601  2.60754  0.11237
C  -1.98540  3.70220  -0.71348
H  1.22933  -3.62394  1.75681
H  1.59546  -2.57332  3.11301
H  2.46989  -2.34069  1.68705
H  -0.84981  -1.94156  3.25931
H  -1.00836  -3.07448  1.99019
H  -2.83781  -1.71607  2.09092
H  -2.18840  -1.45239  0.57476
H  -2.68788  0.61379  1.20699
H  -0.32139  0.62404  0.64902
H  -0.01185  1.17010  2.18272
H  -0.24177  3.01427  0.97594
H  -1.66655  3.08067  1.96519
H  -2.45017  4.64761  -0.43368
H  -2.37716  3.51919  -1.71405
H  -0.92987  3.84170  -0.94691
C  -0.76988  3.54795  4.55249
O  -0.23700  4.49906  3.63600
C  1.23732  4.35426  3.44838
C  1.96902  5.59247  2.94791
N  1.60127  5.93556  1.63813
C  2.28089  7.12162  1.09426
C  1.17142  8.02988  0.47192
O  0.05196  7.32726  -0.08063
C  -0.91583  8.04191  -0.91828
H  -0.51549  3.91966  5.54507
H  -0.48297  2.50063  4.45815
H  -1.85893  3.51569  4.52046
H  1.50731  3.43589  2.92704
H  1.73469  4.21866  4.40877
H  2.99621  5.23543  2.87384
H  2.00656  6.42780  3.64714
H  0.60478  6.06076  1.53123
H  3.01726  6.78659  0.36377
H  2.74370  7.74815  1.85674
H  1.72602  8.53606  -0.31821
H  0.90801  8.70202  1.28858
H  -1.67518  8.50679  -0.28950
H  -1.41511  7.25988  -1.49034
H  -0.43838  8.72111  -1.62456
C  5.73027  -0.51732  1.69778
O  4.50261  -0.98672  2.25267
C  4.49924  -1.18314  3.69435
C  5.61807  -1.69731  4.59664
N  6.07833  -3.07838  4.29859
C  7.05558  -3.55855  5.28747
C  7.83629  -4.79586  4.82214
O  7.99384  -5.70076  5.83477
C  8.95204  -6.66092  5.49808
H  5.65265  -0.64655  0.61825
H  6.62892  -1.05017  2.00861
H  5.76820  0.49220  2.10708
H  3.52423  -1.52704  4.03959
H  4.44155  -0.13072  3.97215
H  5.27675  -1.64848  5.63067
H  6.43498  -0.97910  4.52644
H  6.21926  -3.10987  3.29897
H  6.52455  -3.66447  6.23345
H  7.86411  -2.83604  5.39866
H  8.79954  -4.43041  4.46621
H  7.41744  -5.23504  3.91672
H  8.55878  -7.17539  4.62129
H  8.97945  -7.34750  6.34423
H  9.94475  -6.24018  5.33807
C  5.35400  -6.27490  -3.73282
O  4.85570  -5.42477  -2.69433
C  3.60026  -4.93068  -3.05694
C  2.91116  -4.32584  -1.80823
N  1.48338  -3.78984  -1.89082
C  1.17552  -3.01788  -3.13338
C  0.07329  -1.91290  -2.94183
O  0.56714  -0.51801  -2.91019
C  1.37022  -0.08540  -1.78465
H  5.41670  -5.78406  -4.70403
H  4.61955  -7.07395  -3.83390
H  6.31613  -6.78645  -3.70591
H  3.05713  -5.76090  -3.50844
H  3.48181  -4.15839  -3.81697
H  3.65264  -3.58609  -1.50642
H  3.04785  -5.06736  -1.02111
H  1.38124  -3.20058  -1.07692
H  0.91702  -3.74858  -3.89977
H  1.99907  -2.48972  -3.61389
H  -0.50723  -2.08832  -2.03611
H  -0.61427  -1.95582  -3.78653
H  2.40495  -0.41075  -1.89225
H  0.89050  -0.42372  -0.86623
H  1.50777  0.99589  -1.78461
O  -4.81189  0.78167  0.14390
H  -5.12944  0.02501  0.63670
H  -5.15307  1.53863  0.62019
O  2.33049  0.40267  1.07871
H  3.02964  -0.22145  1.27338
H  1.53213  -0.02850  1.38359
C  -5.67576  -3.96729  1.45166
C  -4.54715  -4.70749  0.62469
O  -3.70826  -3.84596  -0.01883
H  -5.14876  -3.15707  1.95556
H  -6.23472  -4.57950  2.15938
H  -6.44082  -3.62493  0.75483
H  -4.95304  -5.52669  0.03116
H  -3.95394  -5.18878  1.40222
H  -4.15691  -3.57037  -0.82155

Orbital gap in eV: 8.533
Structure (SMILES): COCCNCCOC.COCCNCCOC.COCCNCCOC.COCCNCCOC.COCCNCCOC.CCO.O.O
Charge: 0
Relative energy (zero: lowest compared OMol25 entry of this formula, charge and spin) in eV: 3.6983
Molar mass in Da: 748.1

=====

C32H86AsF6N10O11 | wB97M-V/def2-TZVPD

Geometry (Å):
As  -23.67964  1.45652  -9.05629
F  -25.25074  1.00561  -8.45469
F  -24.32512  1.34096  -10.69984
F  -22.12693  1.83180  -9.78934
F  -23.18214  1.69047  -7.37781
F  -23.23322  -0.23725  -9.10353
F  -24.30164  3.12088  -9.02488
C  -27.65624  4.85331  -11.46602
C  -27.08661  3.45704  -11.77746
C  -27.65106  2.77941  -13.01294
O  -29.01477  2.47826  -12.78615
C  -29.28449  1.20301  -12.22959
N  -25.62901  3.65324  -11.82540
H  -27.08295  5.27952  -10.64392
H  -28.71821  4.93222  -11.21225
H  -27.63738  5.51958  -12.33555
H  -27.33259  2.90731  -10.85963
H  -26.98406  1.94046  -13.23764
H  -27.59449  3.46324  -13.86127
H  -28.78418  1.14606  -11.25939
H  -29.05544  0.35334  -12.87965
H  -30.37047  1.20877  -12.11758
H  -25.10762  2.78150  -11.88860
H  -25.34845  3.84125  -10.86290
C  -22.01755  2.41261  -2.34534
C  -23.50403  2.70507  -2.12208
C  -24.41375  1.65085  -2.81448
O  -25.48454  2.23292  -3.52827
C  -25.13041  3.14079  -4.54445
N  -23.74418  2.84187  -0.66234
H  -21.43994  3.07346  -1.69954
H  -21.74728  2.42931  -3.39956
H  -21.81607  1.41420  -1.94375
H  -23.74138  3.69703  -2.51594
H  -24.78141  1.02441  -1.99966
H  -23.87984  1.02938  -3.54020
H  -24.82233  4.15922  -4.29702
H  -26.03217  3.15275  -5.15809
H  -24.35131  2.71879  -5.19373
H  -24.01147  3.80738  -0.48200
H  -24.66194  2.42577  -0.48337
C  -22.83844  0.66520  -13.92701
C  -22.18433  -0.72254  -13.96783
C  -21.57077  -0.88712  -15.37353
O  -22.46805  -0.64962  -16.46239
C  -23.43867  -1.67056  -16.54094
N  -21.10890  -0.70748  -12.96946
H  -23.76820  0.63345  -14.49818
H  -22.14408  1.40313  -14.33904
H  -22.92574  1.00780  -12.89654
H  -22.92140  -1.47738  -13.69562
H  -21.11424  -1.86615  -15.55936
H  -20.74412  -0.18653  -15.49782
H  -22.92531  -2.58907  -16.85231
H  -24.03329  -1.44453  -17.43352
H  -24.17618  -1.85982  -15.75993
H  -21.40062  -0.51202  -12.01966
H  -20.50419  0.08773  -13.19508
C  -25.68894  5.29661  -7.31062
O  -25.91009  6.66027  -7.00571
C  -25.04628  7.58251  -7.58092
C  -25.26020  9.01506  -7.09870
N  -24.95159  9.21600  -5.66761
C  -25.46338  10.45068  -5.10266
C  -25.02250  10.58974  -3.64553
O  -25.82191  9.75324  -2.83992
C  -25.66360  9.94376  -1.47583
H  -26.54576  4.76885  -6.91078
H  -24.67890  4.94381  -7.07328
H  -25.64887  5.27978  -8.41211
H  -25.26361  7.67233  -8.65873
H  -24.00688  7.23283  -7.55494
H  -26.32252  9.24268  -7.25364
H  -24.58494  9.69608  -7.61667
H  -25.36620  8.40599  -5.21375
H  -26.52545  10.56294  -5.34850
H  -24.91380  11.25233  -5.61159
H  -25.07665  11.63686  -3.31656
H  -23.94364  10.41128  -3.57209
H  -25.61234  9.01836  -0.90068
H  -26.48298  10.53412  -1.02838
H  -24.83318  10.59563  -1.16942
C  -31.27770  3.61098  -9.69296
O  -30.79079  2.97595  -8.50724
C  -29.40412  3.21360  -8.37488
C  -28.96613  2.41797  -7.13018
N  -29.11942  0.96440  -7.35447
C  -27.99835  0.20112  -6.80874
C  -27.82948  0.22294  -5.26689
O  -28.87654  0.75879  -4.48746
C  -29.84255  -0.27688  -4.26813
H  -32.36130  3.50150  -9.66850
H  -30.93460  3.06071  -10.57194
H  -30.97471  4.65814  -9.71134
H  -29.23786  4.29000  -8.21897
H  -28.83906  2.95693  -9.27679
H  -29.44564  2.73535  -6.20506
H  -27.88473  2.54594  -7.01683
H  -29.94105  0.67006  -6.83703
H  -27.11301  0.56582  -7.32944
H  -28.20467  -0.83146  -7.10736
H  -26.92004  0.79712  -5.05368
H  -27.47873  -0.75099  -4.90314
H  -29.28923  -1.08226  -3.77243
H  -30.26017  -0.69323  -5.18692
H  -30.63516  -0.00151  -3.57621
C  -15.41252  7.68756  -6.01494
O  -16.58356  7.28926  -5.36403
C  -17.52162  8.30654  -5.10506
C  -18.17886  8.98250  -6.29054
N  -19.03010  8.05618  -7.09280
C  -20.18818  7.55132  -6.37382
C  -21.01108  6.62119  -7.26304
O  -20.31708  5.39905  -7.39190
C  -21.14064  4.35836  -7.85738
H  -15.00470  8.65980  -5.71784
H  -15.53527  7.79949  -7.10195
H  -14.65683  6.90865  -5.93808
H  -16.94836  9.08179  -4.55973
H  -18.16683  7.91808  -4.31630
H  -17.46092  9.27070  -7.06021
H  -18.77641  9.84453  -5.99823
H  -18.41707  7.32221  -7.42764
H  -20.82874  8.42323  -6.21441
H  -19.92072  7.03222  -5.44970
H  -21.14856  7.03056  -8.27526
H  -22.02892  6.41826  -6.90074
H  -21.80677  4.48629  -8.71656
H  -21.87542  4.06785  -7.08988
H  -20.57808  3.43299  -7.96267
C  -22.45801  -1.20668  -5.27205
O  -22.16295  -1.87530  -4.27014
N  -23.04117  -1.73440  -6.36187
N  -22.07336  0.11251  -5.35208
H  -23.10382  -1.15208  -7.18113
H  -23.08730  -2.73499  -6.39211
H  -22.60998  0.82269  -5.82938
H  -21.48245  0.30465  -4.56035
C  -20.07904  2.84334  -13.31444
O  -19.54459  1.73948  -13.15633
N  -19.91928  3.55050  -14.46615
N  -21.00250  3.33558  -12.46328
H  -20.28438  4.47830  -14.57118
H  -19.12062  3.29514  -15.02069
H  -21.36666  2.74952  -11.72889
H  -21.47501  4.21241  -12.57804

Orbital gap in eV: 8.398
Charge: -1
Molar mass in Da: 976.0